1.
This record from the Open Molecules 2025 dataset describes a structure of composition C16H25NO4Pd. The level of theory is the ωB97M-V functional and the def2-TZVPD basis.

Cartesian coordinates (Å):
Pd1 -0.1802 -0.4816 0.3975
C1 2.8063 0.0813 0.5109
C2 2.8437 -1.3982 0.8432
O1 1.5247 -1.9880 0.7268
C3 1.1660 -2.8733 1.8112
C4 -0.2798 -2.6360 2.2128
O2 -0.4089 -1.2060 2.3301
C5 -1.5498 -0.6118 2.9793
C6 -1.1820 0.8460 3.1706
O3 -0.7588 1.4055 1.9171
C7 0.3117 2.3645 2.0174
C8 1.4384 2.0129 1.0623
O4 1.7597 0.6449 1.2959
H1 2.6191 0.2634 -0.5498
H2 3.7722 0.5174 0.7801
H3 3.1893 -1.5251 1.8689
H4 3.5236 -1.9229 0.1720
H5 1.8080 -2.6615 2.6657
H6 1.3107 -3.9094 1.5033
H7 -0.4863 -3.1131 3.1721
H8 -0.9940 -3.0082 1.4709
H9 -1.7124 -1.0895 3.9464
H10 -2.4391 -0.7515 2.3574
H11 -0.3635 0.9042 3.8892
H12 -2.0373 1.3981 3.5654
H13 0.6977 2.3617 3.0370
H14 -0.0727 3.3608 1.7957
H15 2.2941 2.6601 1.2731
H16 1.1506 2.1526 0.0137
C9 -2.5083 -0.1895 -0.7061
C10 -2.0299 0.1788 -2.0705
C11 -2.8627 0.4099 -3.1150
C12 -2.3206 0.7671 -4.3707
C13 -0.9582 0.9076 -4.6092
C14 -0.0543 0.6939 -3.5947
C15 1.4074 0.8371 -3.7993
C16 -0.5829 0.3071 -2.2701
N1 0.2810 0.0964 -1.3439
H17 -3.5901 -0.3027 -0.6534
H18 -2.2368 0.5969 0.0137
H19 -2.0987 -1.1784 -0.4175
H20 -3.9354 0.3250 -3.0034
H21 -3.0073 0.9407 -5.1919
H22 -0.6132 1.1842 -5.5960
H23 1.6327 1.0795 -4.8341
H24 1.9280 -0.0793 -3.5188
H25 1.7985 1.6285 -3.1555

Calculated values
- Frontier orbital gap: 6.980 eV
- E_LUMO: -8.947 eV
- Energy above the lowest of the compared OMol25 structures with the same formula, charge and spin: 0.00 kJ/mol
- Strongest force on any atom: 0.18 eV Å⁻¹
- Electronic energy: -1107.5579 a.u.
- Net charge: +2

For each atom in turn, the Löwdin charge in e is:
1. Pd 1.032
2. C -0.169
3. C -0.115
4. O -0.199
5. C -0.122
6. C -0.122
7. O -0.275
8. C -0.118
9. C -0.135
10. O -0.192
11. C -0.128
12. C -0.162
13. O -0.193
14. H 0.106
15. H 0.149
16. H 0.134
17. H 0.146
18. H 0.137
19. H 0.149
20. H 0.152
21. H 0.135
22. H 0.151
23. H 0.133
24. H 0.138
25. H 0.149
26. H 0.135
27. H 0.143
28. H 0.148
29. H 0.118
30. C -0.031
31. C -0.157
32. C 0.019
33. C 0.076
34. C 0.016
35. C -0.124
36. C -0.007
37. C -0.252
38. N 0.103
39. H 0.117
40. H 0.091
41. H 0.094
42. H 0.139
43. H 0.143
44. H 0.139
45. H 0.100
46. H 0.105
47. H 0.105



2.
This record from the Open Molecules 2025 dataset describes a structure of composition C16H26AlBr4CaCl2CsF8N2O4P at a distorted geometry. The level of theory is the ωB97M-V functional and the def2-TZVPD basis.

Cartesian coordinates (Å):
C1 -2.1899 3.3543 4.5553
C2 -2.8242 2.3996 3.9168
N1 -3.4082 1.5452 2.8811
C3 -2.4693 0.4146 2.4415
C4 -2.4335 0.3613 0.8573
C5 -1.0470 -0.0785 0.2410
C6 -1.1448 -0.1751 -1.3617
C7 0.4139 -0.0313 -1.8815
N2 0.6169 1.2194 -2.7208
C8 0.5668 2.4224 -1.8350
C9 -0.6404 3.4198 -2.0872
O1 1.4063 2.6385 -0.9967
C10 -1.0754 0.4320 3.1419
O2 -0.0854 1.2114 2.8544
O3 -0.9129 -0.3804 4.1253
H1 -1.5254 4.2257 4.9868
H2 -3.6890 2.1380 2.0832
H3 -2.9779 -0.5382 2.7848
H4 -3.1890 -0.4305 0.5426
H5 -2.7592 1.3109 0.3395
H6 -0.6681 -1.0613 0.6324
H7 -0.3254 0.7783 0.4243
H8 -1.6824 0.7363 -1.7769
H9 -1.6336 -1.1586 -1.7239
H10 1.1037 0.0829 -0.9932
H11 0.6764 -0.9622 -2.5208
H12 1.6145 1.1829 -3.0046
H13 -1.2102 3.5543 -1.1206
H14 -1.3185 2.9499 -2.8643
H15 -0.2473 4.4114 -2.4528
Al1 -4.6125 3.7447 1.4729
F1 -2.0214 0.6442 5.8483
F2 3.8696 -2.2908 -5.9790
P1 2.6718 -1.4331 -5.3366
F3 1.6139 -0.2235 -5.6532
F4 1.9734 -2.2372 -6.5478
F5 3.6114 -0.1416 -5.5094
F6 3.3907 -1.6608 -3.9044
F7 1.4959 -2.0403 -4.3897
F8 -7.0387 3.9038 0.1934
Ca1 -0.4442 -1.2862 -3.9154
Cl1 -2.6952 -3.5025 -1.8962
C11 -2.4645 -5.2484 -2.2255
C12 -3.7402 -5.9109 -2.6951
Cl2 -4.9585 -6.0040 -1.4033
H16 -2.0799 -5.7137 -1.3184
H17 -1.6991 -5.3270 -2.9983
H18 -3.5294 -6.9341 -3.0084
H19 -4.1816 -5.3804 -3.5394
C13 3.9107 2.9706 5.6254
C14 3.0814 3.7893 4.6772
O4 2.4364 4.7530 5.0608
C15 3.0775 3.3710 3.2261
H20 3.8219 3.3851 6.6296
H21 3.5522 1.9385 5.6399
H22 4.9592 3.0036 5.3241
H23 2.6817 2.3614 3.1347
H24 4.0900 3.4213 2.8198
H25 2.4351 4.0535 2.6551
Br1 -3.9574 0.0756 5.4838
Cs1 0.9250 2.9870 3.0044
C16 4.4994 -5.0951 -1.9426
Br2 5.5356 -5.9552 -3.3289
Br3 5.6100 -4.5026 -0.4738
Br4 3.4201 -3.6471 -2.6532
H26 3.8180 -5.8413 -1.5450

Calculated values
- Frontier orbital gap: 5.425 eV
- E_LUMO: -5.287 eV
- Strongest force on any atom: 13.75 eV Å⁻¹
- Electronic energy: -14331.8931 a.u.
- Net charge: +1

For each atom in turn, the Löwdin charge in e is:
1. C 0.075
2. C -0.289
3. N -0.098
4. C -0.225
5. C -0.123
6. C -0.164
7. C -0.180
8. C -0.251
9. N -0.002
10. C -0.433
11. C 0.014
12. O 0.118
13. C -0.599
14. O -0.723
15. O -0.041
16. H 0.094
17. H -0.199
18. H 0.125
19. H 0.132
20. H 0.097
21. H 0.150
22. H 0.105
23. H 0.115
24. H 0.014
25. H 0.147
26. H 0.015
27. H 0.135
28. H 0.091
29. H 0.083
30. H 0.107
31. Al 1.080
32. F -0.494
33. F -0.138
34. P 0.246
35. F -0.199
36. F -0.145
37. F -0.134
38. F -0.372
39. F -0.389
40. F -0.763
41. Ca 1.632
42. Cl 0.565
43. C -0.624
44. C -0.660
45. Cl 0.577
46. H 0.081
47. H 0.072
48. H 0.083
49. H 0.071
50. C 0.007
51. C -0.551
52. O 0.054
53. C -0.518
54. H 0.097
55. H 0.100
56. H 0.099
57. H -0.067
58. H 0.119
59. H -0.085
60. Br 0.753
61. Cs 1.951
62. C -1.601
63. Br 0.594
64. Br 0.576
65. Br 0.727
66. H -0.033



3.
This record from the Open Molecules 2025 dataset describes a structure of composition C16H26BBr2ClLiNO6 at a distorted geometry. The level of theory is the ωB97M-V functional and the def2-TZVPD basis.

Cartesian coordinates (Å):
C1 3.2528 -3.0032 -0.9297
C2 3.6357 -3.4899 -2.4528
Br1 3.5367 -5.4932 -2.6001
C3 2.6790 -2.8708 -3.6338
C4 1.2035 -2.4061 -3.0876
C5 0.6766 -0.8533 -3.1933
C6 -0.8221 -0.5310 -2.5931
N1 -1.6928 -1.6033 -1.9277
C7 -1.2392 -3.0687 -1.7697
C8 -2.1662 -4.2263 -1.0150
B1 -2.1850 -5.5561 -1.9820
O1 -2.7603 -5.4270 -3.3386
O2 -1.5935 -6.8281 -1.5021
C9 0.2162 -3.5338 -2.3641
H1 2.8233 -1.9165 -0.8546
H2 4.1450 -3.1944 -0.1949
H3 2.3737 -3.7256 -0.5693
H4 4.7520 -3.1838 -2.6376
H5 3.2245 -1.9031 -4.0620
H6 2.6070 -3.6170 -4.5634
H7 1.3050 0.0251 -3.6728
H8 -1.2550 0.5672 -2.6662
H9 -2.6324 -1.3691 -1.5287
H10 -3.2322 -3.7662 -0.8657
H11 -1.6823 -4.4455 0.0527
H12 -2.0789 -4.9195 -3.8970
H13 -1.0517 -7.1562 -2.2940
H14 0.6597 -4.6326 -2.3266
Cl1 -1.9322 -8.9760 -2.5168
C10 -2.5935 2.1124 1.0364
C11 -1.5606 2.1626 2.1150
O3 -0.4292 1.5657 1.5102
C12 -0.5787 1.7087 0.1608
O4 0.2899 1.4602 -0.6586
O5 -1.8262 2.1667 -0.1516
H15 -3.2897 2.9540 1.0870
H16 -3.1637 1.1775 1.0465
H17 -1.3074 3.1881 2.4041
H18 -1.8626 1.6063 3.0066
Li1 2.5103 0.8758 -0.8173
C13 0.1146 7.6426 4.1725
C14 0.9454 6.6059 4.8837
C15 0.0463 5.3898 4.8326
O6 -0.7336 5.4990 3.6338
C16 -0.5686 6.8206 3.1016
H19 0.6996 8.4711 3.7655
H20 -0.6328 8.0552 4.8607
H21 1.8645 6.4150 4.3173
H22 1.2237 6.8882 5.9022
H23 -0.6458 5.3712 5.6810
H24 0.6096 4.4522 4.8212
H25 0.0538 6.7436 2.2034
H26 -1.5428 7.2279 2.8172
Br2 1.6103 -5.4564 -0.7453

Calculated values
- Frontier orbital gap: 1.715 eV
- E_LUMO: -2.865 eV
- Strongest force on any atom: 7.55 eV Å⁻¹
- Electronic energy: -6771.6308 a.u.

For each atom in turn, the Löwdin charge in e is:
1. C -0.259
2. C -0.667
3. Br 0.502
4. C -0.220
5. C -0.092
6. C -0.020
7. C -0.025
8. N 0.048
9. C -0.040
10. C -0.037
11. B -0.554
12. O 0.022
13. O -0.213
14. C -0.002
15. H 0.028
16. H 0.090
17. H -0.156
18. H 0.093
19. H 0.113
20. H 0.126
21. H 0.095
22. H 0.118
23. H 0.139
24. H 0.108
25. H 0.140
26. H 0.112
27. H -0.038
28. H -0.056
29. Cl -0.371
30. C -0.117
31. C -0.115
32. O 0.078
33. C -0.500
34. O 0.034
35. O 0.073
36. H 0.148
37. H 0.142
38. H 0.129
39. H 0.150
40. Li 0.838
41. C -0.179
42. C -0.180
43. C -0.207
44. O -0.162
45. C -0.207
46. H 0.119
47. H 0.121
48. H 0.117
49. H 0.120
50. H 0.121
51. H 0.116
52. H 0.116
53. H 0.119
54. Br 0.143



- What is the formula in the second record?
  C16H26AlBr4CaCl2CsF8N2O4P